{"formula": "C24H58P2Si4Zr", "method": "ωB97M-V with the def2-TZVPD basis set", "symbols": ["P", "P", "C", "C", "H", "H", "H", "H", "C", "H", "H", "H", "C", "H", "H", "H", "C", "H", "H", "H", "C", "H", "H", "H", "Zr", "C", "C", "C", "C", "C", "C", "C", "C", "C", "H", "H", "H", "H", "H", "H", "H", "H", "H", "H", "H", "H", "H", "H", "H", "C", "Si", "C", "C", "Si", "Si", "C", "C", "C", "Si", "C", "C", "C", "H", "H", "H", "H", "H", "H", "H", "H", "H", "H", "H", "H", "H", "H", "H", "H", "H", "H", "H", "H", "H", "H", "H", "H", "H", "H", "H"], "xyz": [[-0.4576, -1.0518, -4.8643], [0.9467, 1.7777, -2.2893], [0.2434, 0.6689, -5.0538], [1.2616, 1.1975, -4.0256], [-0.5919, 1.3562, -5.2913], [0.8115, 0.5721, -5.9975], [2.1328, 0.5266, -4.0407], [1.5914, 2.1793, -4.4125], [-0.1441, 3.1457, -2.6750], [-0.3336, 3.7639, -1.7900], [-1.0948, 2.7490, -3.0674], [0.4098, 3.7119, -3.4270], [2.6781, 2.2762, -1.9003], [3.0601, 2.3733, -2.9217], [3.3121, 1.4515, -1.3551], [2.7152, 3.2424, -1.3796], [-1.7281, -1.5754, -6.1941], [-1.8653, -2.6720, -6.2043], [-1.4411, -1.2439, -7.1989], [-2.7171, -1.1433, -5.9826], [0.7653, -1.9192, -6.0768], [1.8152, -1.8145, -5.7610], [0.6767, -1.4839, -7.0837], [0.5286, -2.9919, -6.1589], [1.6575, 0.6445, -0.4114], [-1.6322, 0.2590, -2.9980], [-2.2582, -0.4951, -3.9863], [-3.2721, -1.3616, -3.2273], [-2.6812, -2.6906, -2.6657], [-1.4565, -3.2168, -3.2400], [-0.3507, -2.5183, -3.7530], [0.3351, -1.4923, -2.6517], [-0.6862, -0.5299, -2.0287], [1.8427, -1.5370, 0.4994], [-2.0581, 1.1900, -2.5971], [-2.8232, 0.0993, -4.6971], [-4.1312, -1.6724, -3.8426], [-3.6016, -0.7486, -2.3556], [-2.5826, -2.6789, -1.5580], [-3.4623, -3.4465, -2.8703], [-1.3587, -4.2965, -3.1020], [0.4026, -3.2437, -4.1095], [1.2226, -0.9842, -3.0730], [0.7088, -2.1304, -1.8395], [-1.3607, -1.1804, -1.4567], [-0.1557, 0.1101, -1.1110], [2.8576, -1.8270, 0.1765], [1.1594, -2.2819, 0.0873], [1.8732, -1.7057, 1.5877], [-2.8363, 2.2191, 1.2511], [-1.1585, 1.4624, 1.6532], [-0.9659, 1.7870, 3.5029], [-1.1343, -0.3884, 1.3273], [0.4329, 2.7767, 0.6943], [-0.0891, 5.0388, 0.9146], [-0.6327, 5.5465, 2.6588], [1.4691, 6.0380, 0.5070], [-1.5035, 5.5847, -0.2228], [2.3794, 2.3167, 1.8465], [2.4387, 3.4506, 3.3624], [2.3693, 0.6195, 2.7065], [4.0016, 2.5935, 0.9176], [-3.4099, 2.2218, 2.1921], [-3.3625, 1.5869, 0.5265], [-2.8317, 3.2403, 0.8525], [-1.9733, 1.6010, 3.9077], [-0.2642, 1.0796, 3.9605], [-0.6578, 2.8110, 3.7520], [-2.1535, -0.6785, 1.0261], [-0.4852, -0.7319, 0.4843], [-0.7619, -0.9281, 2.2152], [0.1936, 5.5131, 3.3851], [-0.9820, 6.5892, 2.5939], [-1.4745, 4.9351, 3.0214], [1.6435, 6.0557, -0.5815], [1.2978, 7.0769, 0.8308], [2.3700, 5.6596, 1.0212], [-1.3499, 5.3564, -1.2869], [-2.4690, 5.1694, 0.1083], [-1.5654, 6.6810, -0.1309], [1.7405, 3.1012, 4.1445], [3.4660, 3.4069, 3.7739], [2.2060, 4.4947, 3.1061], [1.5121, 0.0110, 2.3941], [3.3080, 0.0777, 2.4877], [2.2833, 0.7543, 3.7993], [4.4244, 1.7013, 0.4223], [3.9418, 3.4043, 0.1784], [4.7151, 2.9269, 1.6835]], "atomic_forces_ev_per_a": [[-3.147, -2.569, -6.090], [-1.611, 0.321, -2.313], [-0.190, 0.038, -0.186], [0.192, 0.338, -0.668], [0.337, -0.279, 0.571], [-0.178, -0.027, 0.322], [-0.056, 0.312, 0.066], [0.161, -0.508, -0.359], [0.193, 0.817, 0.107], [0.095, -0.206, -0.394], [0.668, 0.284, 0.028], [-0.474, 0.385, -0.137], [0.443, 0.449, -0.601], [0.672, -0.042, 0.449], [-0.134, 1.537, -1.247], [0.414, -0.563, -0.100], [-0.765, 0.710, -0.672], [0.477, 0.517, 0.090], [-0.006, -0.221, 0.185], [0.441, -0.406, -0.465], [1.186, 0.340, 0.456], [-0.090, -0.192, -0.112], [0.052, 0.018, 0.446], [0.022, 0.529, 0.105], [-0.153, -1.942, 3.903], [2.454, 1.543, 3.130], [-0.044, 1.396, 1.639], [0.452, -1.918, 0.486], [-1.278, -0.037, -0.148], [0.054, -0.255, -0.243], [1.013, -0.055, 2.212], [1.029, -0.438, 1.653], [-1.211, 0.401, 0.855], [0.053, 0.502, -0.432], [0.392, -0.224, -0.351], [0.304, 0.399, -0.066], [0.334, 0.455, 0.091], [-0.283, -0.509, -0.894], [-0.082, 0.092, -0.147], [0.299, 0.030, 0.462], [0.155, 0.225, -0.527], [-0.120, 0.808, 0.324], [-0.318, -0.330, -0.093], [0.018, 0.160, -0.369], [0.196, 0.069, 0.550], [-2.115, -1.322, -2.223], [0.038, -0.010, -0.247], [0.081, -0.079, 0.001], [-0.254, 0.262, -0.448], [-0.161, -0.187, -0.293], [-0.668, 0.318, 1.314], [-0.056, -0.391, -0.047], [0.557, -0.387, -0.647], [0.118, -0.875, -1.494], [-0.177, 1.575, 0.145], [0.044, -0.485, -0.057], [-0.078, -0.247, -0.154], [0.097, -0.178, -0.015], [0.857, 0.097, 2.350], [-0.191, 0.525, -0.091], [0.186, -0.230, -0.222], [0.096, 0.042, -0.393], [0.075, -0.010, -0.373], [-0.086, 0.152, 0.078], [0.091, -0.262, 0.155], [0.378, 0.078, 0.219], [-0.134, 0.182, 0.066], [-0.174, -0.254, -0.083], [0.254, -0.153, 0.417], [-0.561, 0.209, 0.950], [-0.493, 0.100, -0.304], [-0.352, -0.047, -0.172], [0.118, -0.279, -0.058], [0.294, 0.236, -0.006], [0.094, 0.007, 0.334], [0.094, -0.292, -0.088], [-0.308, 0.201, -0.238], [-0.175, 0.138, 0.327], [0.331, 0.182, -0.209], [0.015, -0.289, -0.004], [0.254, 0.190, -0.450], [-0.437, -0.026, -0.218], [0.166, -0.262, 0.278], [0.360, 0.045, 0.301], [-0.478, -0.035, 0.216], [0.155, 0.096, -0.470], [0.116, 0.275, 0.184], [0.093, -0.227, 0.289], [-0.032, -0.337, -0.138]], "lumo_energy_ev": [-7.28, -7.28], "fmax_ev_per_a": 7.32, "total_charge": 2, "homo_ev": [-10.99, -10.99], "total_energy_ha": -2836.00031}